(1)
Density functional theory data (ωB97M-V/def2-TZVPD) for 7 unconnected molecules or ions with the total composition C15H37ClO9S6.

Last column: natural (NBO) charge in e.
CARTESIAN COORDINATES (ANGSTROEM)
C -1.45 3.21 0.40  -0.299
C -2.47 3.84 0.35  0.257
O -3.63 4.49 0.41  -0.486
C -4.65 3.73 -0.10  0.996
O -4.76 3.39 -1.22  -0.502
O -5.57 3.45 0.88  -0.525
Cl -5.60 1.79 1.17  0.298
H -0.73 2.51 0.05  0.266
C -0.84 -1.67 -1.08  -0.831
S 0.70 -1.27 -0.26  1.294
O 0.49 0.04 0.43  -1.009
C 1.63 -0.92 -1.76  -0.832
H -1.59 -1.88 -0.31  0.238
H -1.17 -0.83 -1.70  0.230
H -0.70 -2.56 -1.69  0.224
H 1.14 -0.13 -2.33  0.228
H 1.70 -1.84 -2.35  0.227
H 2.63 -0.60 -1.46  0.241
C 3.18 1.38 1.48  -0.851
S 3.09 3.09 2.00  1.248
O 3.11 3.92 0.76  -1.002
C 4.74 3.18 2.70  -0.832
H 2.25 1.13 0.98  0.277
H 4.02 1.24 0.80  0.221
H 3.29 0.74 2.36  0.226
H 5.48 2.93 1.93  0.250
H 4.82 2.50 3.54  0.225
H 4.91 4.20 3.03  0.230
C 0.53 -6.07 2.51  -0.840
S 0.10 -4.38 2.09  1.232
O 1.33 -3.72 1.57  -0.991
C -0.12 -3.80 3.78  -0.830
H 0.74 -6.60 1.58  0.273
H 1.41 -6.07 3.16  0.229
H -0.31 -6.54 3.01  0.225
H 0.80 -3.94 4.34  0.232
H -0.94 -4.34 4.25  0.226
H -0.36 -2.73 3.74  0.242
C 8.93 6.69 0.81  -0.831
S 7.51 5.94 1.61  1.248
O 7.68 4.47 1.53  -0.992
C 6.30 6.40 0.36  -0.836
H 9.81 6.47 1.41  0.239
H 9.06 6.25 -0.19  0.230
H 8.79 7.76 0.74  0.226
H 6.60 5.98 -0.60  0.231
H 6.23 7.48 0.30  0.224
H 5.34 5.98 0.65  0.261
C -2.22 -8.23 -0.61  -0.833
S -0.53 -8.57 -1.10  1.261
O 0.32 -8.41 0.11  -0.994
C -0.31 -7.08 -2.08  -0.833
H -2.54 -9.03 0.06  0.242
H -2.26 -7.27 -0.08  0.229
H -2.86 -8.21 -1.49  0.230
H -0.48 -6.20 -1.46  0.229
H -1.01 -7.09 -2.92  0.229
H 0.71 -7.07 -2.45  0.244
C -8.85 1.78 -4.45  -0.832
S -7.61 1.47 -3.19  1.255
O -8.25 0.61 -2.16  -0.987
C -7.58 3.14 -2.53  -0.838
H -9.05 0.84 -4.96  0.237
H -9.76 2.15 -3.99  0.229
H -8.46 2.51 -5.17  0.225
H -8.58 3.42 -2.20  0.225
H -7.23 3.83 -3.30  0.226
H -6.90 3.15 -1.69  0.253

Computed properties:
HOMO level: -0.3067 hartree
Max |F|: 1.0 eV/A
HOMO-LUMO gap: 7.46 eV
Lowest unoccupied orbital energy: -0.88 eV

(2)
Density functional theory data (ωB97M-V/def2-TZVPD) for 2 unconnected molecules or ions with the total composition C14H25N2O8 in a non-equilibrium geometry.

Last column: natural (NBO) charge in e.
CARTESIAN COORDINATES (ANGSTROEM)
O 0.15 -3.29 3.21  -0.660
O -0.84 1.63 1.26  -0.841
O -1.37 4.82 0.03  -0.568
O 3.56 -2.45 0.45  -0.663
O 0.35 2.09 3.07  -0.738
O -0.48 4.97 -2.03  -0.694
O -2.68 2.42 -0.40  -0.767
O -2.64 1.25 -2.71  -0.759
C -0.39 -3.46 2.13  0.687
C -0.02 1.32 2.16  0.785
C -1.29 4.39 -1.11  0.757
C 2.59 -2.42 1.21  0.662
N 2.72 -2.68 2.51  -0.619
N 0.06 -3.03 0.95  -0.599
C -1.68 -4.25 2.06  -0.705
C 3.99 -2.96 3.19  -0.408
C 0.18 0.48 -3.02  -0.609
C -1.52 2.90 -4.00  -0.630
C 0.58 -0.10 2.16  -0.521
C -2.23 3.23 -1.52  -0.015
C -0.32 1.63 -2.14  -0.439
C -1.65 2.27 -2.60  0.238
C 0.77 -0.65 0.74  -0.391
C 1.20 -2.13 0.61  -0.125
H -0.01 5.64 -1.51  0.495
H -1.93 2.24 0.26  0.545
H -2.96 1.10 -1.80  0.496
H 1.87 -2.68 3.06  0.440
H -0.52 -3.27 0.17  0.394
H -1.51 -5.16 1.49  0.219
H -2.44 -3.64 1.59  0.226
H -1.99 -4.50 3.08  0.239
H 4.61 -2.07 3.18  0.201
H 4.51 -3.76 2.66  0.201
H 3.79 -3.26 4.22  0.201
H 0.36 0.81 -4.04  0.191
H 1.11 0.08 -2.62  0.206
H -0.56 -0.33 -3.04  0.210
H -0.61 3.51 -4.07  0.217
H -1.47 2.13 -4.77  0.216
H -2.38 3.53 -4.21  0.204
H 1.55 -0.10 2.67  0.210
H -0.10 -0.74 2.71  0.210
H -3.11 3.70 -1.95  0.199
H 0.46 2.40 -2.11  0.198
H -0.44 1.25 -1.13  0.245
H -0.17 -0.56 0.20  0.219
H 1.51 -0.04 0.22  0.213
H 1.35 -2.27 -0.45  0.227

Computed properties:
HOMO level: -0.1774 hartree
Relative energy (zero: lowest compared OMol25 entry of this formula, charge and spin): 0.00 kcal/mol
Max |F|: 2.6 eV/A
HOMO-LUMO gap: 7.48 eV
Lowest unoccupied orbital energy: 2.65 eV
Total charge: -1

(3)
Density functional theory data (ωB97M-V/def2-TZVPD) for 2 unconnected molecules or ions with the total composition C4H8N2O in a non-equilibrium geometry.

Last column: natural (NBO) charge in e.
CARTESIAN COORDINATES (ANGSTROEM)
C 0.08 -0.95 1.35  0.022
C 1.04 0.01 1.31  0.230
N -1.18 -0.28 -0.86  -0.863
C -0.03 0.51 -1.14  -0.009
C 0.44 0.43 -2.43  -0.491
O -1.12 -0.80 2.01  -0.673
N 1.84 0.73 1.92  -0.631
H -1.12 0.02 2.51  0.481
H 0.16 -1.86 0.78  0.219
H -1.69 -0.63 -1.67  0.383
H -1.78 0.02 -0.10  0.386
H 2.02 0.52 2.90  0.357
H 0.16 1.45 -0.63  0.204
H 0.15 -0.40 -3.06  0.182
H 1.02 1.23 -2.87  0.204

Computed properties:
HOMO level: -0.2888 hartree
Relative energy (zero: lowest compared OMol25 entry of this formula, charge and spin): 119.45 kcal/mol
Max |F|: 4.7 eV/A
HOMO-LUMO gap: 8.45 eV
Lowest unoccupied orbital energy: 0.59 eV

(4)
Density functional theory data (ωB97M-V/def2-TZVPD) for 2 unconnected molecules or ions with the total composition C6H9NO2 in a non-equilibrium geometry.

Last column: natural (NBO) charge in e.
CARTESIAN COORDINATES (ANGSTROEM)
C -0.59 -0.18 -0.43  0.090
C -3.75 -0.24 0.04  1.040
C -0.12 -1.46 0.25  -0.504
C 1.46 -1.39 0.20  -0.425
C 1.67 0.09 0.36  -0.247
C 0.40 2.12 -0.52  -0.406
N 0.42 0.61 -0.22  -0.393
O -4.24 -1.03 -0.64  -0.526
O -3.39 0.56 0.76  -0.516
H -0.39 -1.26 1.23  0.211
H -0.48 -2.45 -0.11  0.221
H 1.94 -1.99 0.97  0.221
H 1.66 -1.73 -0.88  0.209
H 1.81 0.45 1.33  0.201
H 2.46 0.56 -0.38  0.193
H 1.40 2.41 -0.76  0.195
H -0.09 2.72 0.22  0.212
H -0.19 2.21 -1.42  0.223

Computed properties:
HOMO level: -0.3018 hartree
Relative energy (zero: lowest compared OMol25 entry of this formula, charge and spin): 49.40 kcal/mol
Max |F|: 4.4 eV/A
HOMO-LUMO gap: 9.04 eV
Lowest unoccupied orbital energy: 0.83 eV

(5)
Density functional theory data (ωB97M-V/def2-TZVPD) for 2 unconnected molecules or ions with the total composition C2H3BrFI in a non-equilibrium geometry.

Last column: natural (NBO) charge in e.
CARTESIAN COORDINATES (ANGSTROEM)
C -1.08 -0.15 -0.01  -0.632
C 1.09 0.26 0.13  0.175
F 1.34 -0.77 -0.69  -0.348
Br 1.74 -0.13 1.90  0.043
I -1.37 0.11 -2.06  0.151
H -1.24 -1.16 0.52  0.229
H -1.66 0.63 0.51  0.203
H 1.17 1.21 -0.30  0.178

Computed properties:
HOMO level: -0.3253 hartree
Relative energy (zero: lowest compared OMol25 entry of this formula, charge and spin): 59.82 kcal/mol
Max |F|: 6.3 eV/A
HOMO-LUMO gap: 9.06 eV
Lowest unoccupied orbital energy: 0.21 eV

(6)
Density functional theory data (ωB97M-V/def2-TZVPD) for C4H4N4O in the gas phase in a non-equilibrium geometry.

Last column: natural (NBO) charge in e.
CARTESIAN COORDINATES (ANGSTROEM)
C 2.51 -0.47 0.11  0.517
C -1.33 0.76 -0.38  -0.389
C -0.64 1.86 0.14  -0.015
C -0.57 -0.37 0.01  0.319
N 3.35 -0.52 -0.66  -0.359
N 0.47 1.45 0.77  -0.302
N 0.44 0.12 0.66  0.093
N -0.81 -1.69 -0.07  -0.788
O 1.67 -0.54 1.06  -0.296
H -2.21 0.89 -0.85  0.220
H -1.14 2.78 0.13  0.215
H -1.56 -1.86 -0.75  0.389
H -0.19 -2.40 -0.16  0.395

Computed properties:
HOMO level: -0.3248 hartree
Relative energy (zero: lowest compared OMol25 entry of this formula, charge and spin): 99.41 kcal/mol
Max |F|: 4.6 eV/A
HOMO-LUMO gap: 9.29 eV
Lowest unoccupied orbital energy: 0.45 eV